No. 1
{"formula": "C15H22Cl2N2O", "method": "the ωB97M-V functional and the def2-TZVPD basis", "species": ["C", "N", "C", "C", "C", "C", "C", "N", "C", "C", "O", "C", "C", "C", "C", "C", "Cl", "C", "Cl", "C", "H", "H", "H", "H", "H", "H", "H", "H", "H", "H", "H", "H", "H", "H", "H", "H", "H", "H", "H", "H", "H", "H"], "coordinates": [[0.30868, -3.24223, 3.37088], [0.41060, -1.99428, 2.59638], [-0.71323, -1.07886, 2.54614], [-0.38401, 0.11803, 1.65492], [-1.59015, 0.92177, 1.10362], [-1.73474, 2.24514, 1.91986], [-2.96436, 0.23944, 1.05224], [0.51638, -0.28253, 0.53630], [0.00121, -1.29723, -0.49427], [1.70717, 0.46617, 0.36038], [2.10466, 1.29707, 1.19359], [2.53765, 0.22510, -0.93723], [1.80975, 0.61474, -2.29373], [1.46522, 2.00821, -2.54627], [0.69231, 2.32583, -3.72990], [0.36596, 1.36226, -4.69748], [-0.38185, 1.67350, -6.28458], [0.79206, 0.10070, -4.55020], [0.60649, -1.04508, -5.72468], [1.47386, -0.25469, -3.33838], [0.94781, -4.09254, 3.15049], [-0.73955, -3.64914, 3.35194], [0.58025, -2.95954, 4.38300], [1.28536, -1.47916, 2.78599], [-1.63790, -1.67833, 2.22703], [-0.84221, -0.58482, 3.55718], [0.12369, 0.68168, 2.40491], [-1.36249, 1.30536, 0.09390], [-1.60214, 2.16176, 2.93292], [-0.94385, 2.87168, 1.56031], [-2.73375, 2.74363, 1.78360], [-2.87516, -0.74826, 0.58081], [-3.42359, -0.09712, 2.03876], [-3.63361, 0.92203, 0.52382], [0.80269, -1.83798, -0.97345], [-0.60182, -0.65871, -1.20071], [-0.64160, -2.17029, -0.05220], [2.83552, -0.80077, -1.14248], [3.49292, 0.84309, -0.89455], [1.82509, 2.75868, -1.86106], [0.40444, 3.37705, -3.77684], [1.71622, -1.31138, -3.21095]], "atomic_forces_ev_per_a": [[-1.24, 0.99, 0.87], [1.03, -0.58, -1.02], [-0.98, -1.18, 0.78], [-0.27, -1.23, -1.35], [-0.86, 1.18, 1.22], [-1.08, 0.13, -2.61], [0.16, -1.37, 0.82], [1.32, 0.15, -0.47], [-1.37, 0.92, 1.38], [-0.71, -0.31, 0.53], [-0.75, -1.27, -1.33], [0.05, 0.84, -1.89], [-0.64, 2.22, -0.38], [-0.98, -2.30, -1.90], [1.19, 0.38, 2.17], [-0.38, 1.99, -0.93], [0.07, 0.89, 1.15], [1.85, -0.76, 3.41], [-0.17, -1.81, -1.26], [-0.03, -0.46, 0.47], [0.39, 0.34, -0.92], [0.89, 0.62, 0.04], [-0.38, -0.48, 0.75], [-0.74, -0.60, -0.10], [1.18, 0.92, 0.60], [-0.77, -0.77, -0.66], [1.07, 1.14, -0.58], [0.08, -0.66, 0.20], [0.31, -0.66, 2.62], [0.32, 0.82, -0.08], [0.96, -0.43, -0.20], [-0.22, 0.37, -0.65], [0.69, 1.12, -0.79], [-0.18, -0.45, 0.05], [0.38, 0.36, -0.21], [0.49, -1.24, 0.30], [1.04, 2.09, -0.26], [0.03, -0.27, 0.71], [-1.35, -0.73, 0.27], [-0.34, 0.30, 0.04], [-0.06, -0.38, -0.59], [0.01, 0.19, -0.18]], "lowdin_charge": [-0.1179, -0.1393, -0.2140, -0.2662, -0.3438, -0.0608, -0.0928, -0.0489, -0.0079, -0.3977, 0.0198, -0.0399, -0.1935, 0.0029, -0.0614, -0.6556, 0.6147, -0.7907, 0.7488, -0.0756, 0.0623, 0.0899, 0.0626, 0.1254, 0.1251, 0.1350, 0.1176, 0.1327, 0.0399, 0.0708, 0.0955, 0.0598, 0.1000, 0.0767, 0.0585, 0.0968, 0.1173, 0.0993, 0.1399, 0.1056, 0.1057, 0.1032], "multiplicity": 1, "e_lumo_ev": 0.65, "smiles": "CNC[C@H](C(C)C)N(C)C(=O)Cc1ccc(Cl)c(Cl)c1", "orbital_gap_ev": 9.151, "charge": 0, "homo_energy_ev": -8.50}

No. 2
{"formula": "C15H22ClNO5", "method": "the ωB97M-V functional and the def2-TZVPD basis", "species": ["C", "C", "O", "N", "C", "C", "C", "C", "C", "C", "C", "Cl", "C", "O", "O", "C", "O", "H", "H", "H", "H", "H", "H", "H", "H", "H", "H", "H", "H", "H", "H", "C", "C", "C", "O", "C", "H", "H", "H", "H", "H", "H", "H", "H"], "coordinates": [[0.31577, 4.65789, -0.78648], [-0.56961, 4.38294, -2.14173], [-1.32568, 5.42535, -2.58477], [-0.62467, 3.03272, -2.88709], [-0.33824, 3.22130, -4.36840], [-2.03604, 2.54161, -2.64031], [-2.16102, 0.94326, -2.28816], [-1.54891, 0.51976, -0.82025], [0.08798, 0.50261, -0.73599], [0.80443, -0.83217, -1.36307], [1.25406, -1.18180, -2.73816], [1.10711, -0.11341, -4.24544], [1.94803, -2.68827, -2.64261], [2.65642, -3.27638, -3.64265], [1.71716, -3.27158, -1.27914], [1.23425, -2.13381, -0.44311], [1.15809, -2.05008, 0.90070], [1.43491, 4.31904, -0.85415], [-0.27442, 4.17571, 0.12133], [0.31208, 5.83174, -0.58788], [-1.18883, 2.81799, -5.06509], [-0.16502, 4.35865, -4.67241], [0.68288, 2.67425, -4.65361], [-2.43416, 3.13228, -1.68622], [-2.74160, 2.87593, -3.53506], [-3.33048, 0.71051, -2.22962], [-1.76229, 0.22742, -3.15642], [-1.91730, 1.36434, -0.06120], [-2.04704, -0.48311, -0.42221], [0.36048, 0.50902, 0.42629], [0.62228, 1.43823, -1.19234], [0.99103, -3.80523, 3.88277], [-0.10519, -4.06931, 4.88242], [0.38181, -3.30703, 6.09543], [1.14146, -2.19200, 5.60885], [1.37788, -2.37877, 4.20655], [0.67930, -3.93693, 2.84357], [1.83774, -4.47493, 4.07489], [-1.04666, -3.63744, 4.52297], [-0.27067, -5.13074, 5.08365], [1.04739, -3.92192, 6.71048], [-0.43944, -2.94759, 6.72219], [0.74910, -1.66449, 3.66389], [2.42565, -2.16557, 3.97760]], "atomic_forces_ev_per_a": [[-0.71, 0.52, -0.11], [-3.16, 5.24, -2.09], [4.71, -6.47, 2.61], [-0.66, 2.15, 0.43], [1.30, 0.58, -1.42], [-1.21, -0.07, 0.95], [-0.87, -0.60, -0.20], [-0.39, 0.93, -0.06], [0.89, -0.85, 1.05], [1.33, -1.81, -3.21], [-0.89, -0.10, 4.45], [0.43, -2.17, 2.64], [2.94, -1.54, -5.08], [-5.25, 3.87, 7.69], [-0.24, 4.03, -0.98], [-0.84, 2.05, 4.97], [0.75, -1.54, -9.25], [-2.36, 0.25, 0.08], [1.47, 0.72, -1.89], [-0.16, -2.65, -0.68], [1.54, 0.63, 1.56], [-0.58, -2.37, 0.87], [-2.32, 1.04, 0.67], [0.65, -1.40, -1.95], [1.39, -0.91, 1.85], [2.46, 0.59, -0.14], [-0.61, 1.73, 1.88], [0.90, -1.78, -1.55], [1.35, 2.02, -1.02], [-0.47, -0.26, -2.57], [-1.39, -1.81, 0.53], [0.41, -0.35, -0.39], [-0.60, -0.13, 0.03], [0.19, 0.14, 0.39], [-0.14, -0.31, -0.12], [0.00, 0.46, -0.07], [0.10, 0.08, 0.13], [-0.07, 0.07, -0.06], [0.06, -0.08, 0.06], [0.01, 0.12, 0.01], [-0.08, -0.07, 0.05], [0.14, 0.06, -0.02], [0.08, -0.05, -0.11], [-0.10, 0.05, 0.10]], "lowdin_charge": [-0.0380, -0.2817, -0.0600, -0.1682, -0.1193, -0.2088, -0.1855, -0.1885, -0.1383, -0.0558, -0.3900, 0.6057, -0.1839, 0.0073, 0.0355, -0.1620, 0.0139, 0.0893, 0.0961, 0.1018, 0.0990, 0.1075, 0.0608, 0.1333, 0.1373, 0.1212, 0.1075, 0.1201, 0.1291, 0.1301, 0.1095, -0.1862, -0.1848, -0.2107, -0.1401, -0.2148, 0.1029, 0.1189, 0.1164, 0.1143, 0.1160, 0.1159, 0.1086, 0.1191], "multiplicity": 1, "e_lumo_ev": -1.89, "smiles": "CC(=O)N(C)CCCCC1=C(Cl)C(=O)OC1=O.C1CCOC1", "orbital_gap_ev": 7.390, "charge": 0, "homo_energy_ev": -9.28}

No. 3
{"formula": "C15H22N2O3", "method": "the ωB97M-V functional and the def2-TZVPD basis", "species": ["C", "C", "C", "C", "C", "N", "C", "O", "N", "C", "C", "C", "C", "C", "C", "C", "C", "C", "O", "O", "H", "H", "H", "H", "H", "H", "H", "H", "H", "H", "H", "H", "H", "H", "H", "H", "H", "H", "H", "H", "H", "H"], "coordinates": [[-2.70402, 1.77422, 0.45125], [-3.29624, 0.49094, 0.97428], [-4.86168, 0.36020, 0.53194], [-2.15927, -0.53263, 1.02468], [-1.77012, -0.57226, -0.48679], [-2.81803, -0.93175, -1.27117], [-0.69853, -1.54694, -0.68392], [-0.86544, -2.60127, -1.20478], [0.56496, -1.31860, -0.25308], [1.79716, -2.24339, -0.52538], [2.78666, -1.12903, -1.21624], [2.91215, 0.33404, -0.58786], [3.97751, 0.64575, 0.35748], [4.25301, 1.97942, 0.60091], [3.38635, 3.07666, 0.19228], [2.14446, 2.65241, -0.51852], [2.10339, 1.45810, -1.17920], [2.53521, -2.70012, 0.78540], [3.64360, -3.18910, 0.57724], [1.86633, -2.52362, 1.94853], [-3.30725, 2.63183, 0.81100], [-2.74238, 1.83606, -0.72446], [-1.66065, 1.99904, 0.95570], [-3.50630, 0.60672, 2.06846], [-5.34583, 0.53339, -0.48306], [-5.50133, 1.08611, 1.31333], [-5.20082, -0.83885, 0.52785], [-1.31971, -0.13393, 1.68989], [-2.51485, -1.47907, 1.59607], [-1.79831, 0.58675, -0.48161], [-2.81972, -0.54503, -2.45722], [-3.25713, -1.98511, -1.30454], [0.83201, -0.43768, 0.08491], [1.49610, -2.97409, -1.21420], [3.88772, -1.58454, -1.28805], [2.45649, -1.27001, -2.28768], [4.84772, -0.18839, 0.55773], [5.23535, 2.00263, 1.26646], [3.77005, 3.94715, 0.60437], [1.38948, 3.44807, -0.84287], [1.27607, 1.19139, -1.82791], [0.98584, -1.91548, 1.91882]], "atomic_forces_ev_per_a": [[0.28, 2.57, -0.05], [-2.05, 1.00, 2.44], [-1.78, -2.16, 0.76], [-1.31, -1.67, 0.59], [0.60, 1.09, 2.41], [-5.76, -1.68, -6.79], [3.38, 0.55, 0.22], [-1.55, -2.70, -1.46], [1.92, -1.70, 0.83], [-0.05, 5.63, 2.07], [1.95, -1.95, -0.70], [0.30, 0.44, -1.50], [0.02, -2.61, -2.92], [0.73, 0.77, 1.31], [-0.66, -5.79, 0.06], [2.15, 4.11, -0.43], [0.93, -3.73, 3.18], [-0.31, -0.44, -2.52], [-2.26, 0.77, 2.07], [-1.06, 1.30, 0.17], [0.06, -0.35, -0.38], [0.26, 0.20, 2.29], [-1.69, -0.56, -1.49], [0.32, 0.48, -0.63], [1.75, 0.61, 0.80], [1.57, -2.35, -1.96], [0.80, 3.07, 1.02], [-1.02, -0.20, -1.11], [0.61, 1.02, -1.51], [2.34, -2.43, -1.55], [0.39, -1.67, 5.06], [2.21, 3.54, 0.34], [0.19, 1.40, 0.33], [-0.12, -1.21, -0.59], [-2.37, 0.89, 0.54], [0.18, 1.41, 0.97], [-2.72, 2.04, -0.14], [-2.15, 1.16, -1.55], [-0.51, 2.23, 0.17], [1.21, -1.04, 0.67], [0.16, 0.10, -0.12], [3.06, -2.19, -0.90]], "lowdin_charge": [-0.1476, -0.4613, -0.1097, -0.1361, -0.4431, -0.0124, -0.5129, 0.0842, 0.0930, -0.0905, -0.0885, -0.1709, -0.0859, -0.1280, -0.0319, -0.0965, -0.0679, -0.4534, 0.0771, 0.0720, 0.0832, 0.1256, 0.1272, 0.1201, 0.0509, 0.1125, 0.1074, 0.1278, 0.1474, 0.0997, 0.2153, 0.1683, 0.0829, 0.1199, 0.1395, 0.1175, 0.1659, 0.1364, 0.0588, 0.1162, 0.1004, 0.1875], "multiplicity": 1, "e_lumo_ev": 0.33, "smiles": "CC(C)C[C@H](N)C(=O)N[C@@H](Cc1ccccc1)C(=O)O", "orbital_gap_ev": 9.336, "charge": 0, "homo_energy_ev": -9.00}

No. 4
{"formula": "C15H22N2O4", "method": "the ωB97M-V functional and the def2-TZVPD basis", "species": ["C", "C", "C", "C", "C", "N", "C", "O", "C", "N", "C", "C", "C", "C", "C", "O", "C", "C", "C", "O", "O", "H", "H", "H", "H", "H", "H", "H", "H", "H", "H", "H", "H", "H", "H", "H", "H", "H", "H", "H", "H", "H", "H"], "coordinates": [[2.01521, 3.30471, 1.01743], [1.86989, 2.28870, -0.14197], [0.37363, 2.05139, -0.35022], [2.75302, 1.09650, 0.10632], [2.34162, -0.20579, -0.59360], [1.40415, -0.99485, 0.20697], [0.49951, -1.77867, -0.48083], [0.46010, -1.85937, -1.68712], [-0.47611, -2.57705, 0.52540], [-0.60173, -2.17291, 1.85267], [-1.83532, -2.83273, -0.24047], [-2.57906, -1.57856, -0.35392], [-3.27934, -1.03931, 0.73724], [-3.90755, 0.18460, 0.69358], [-3.77494, 0.97833, -0.43501], [-4.48780, 2.12422, -0.46227], [-3.04207, 0.48304, -1.53182], [-2.50427, -0.78761, -1.49474], [3.66607, -0.90297, -0.51030], [3.76325, -1.92102, 0.15677], [4.76739, -0.28171, -0.98227], [1.65717, 2.96820, 1.98944], [1.61492, 4.28117, 0.74508], [3.08919, 3.62280, 1.06213], [2.19944, 2.66761, -1.07415], [-0.03246, 1.49343, 0.52671], [-0.10328, 3.04235, -0.49981], [0.18869, 1.45602, -1.28742], [2.70780, 0.79281, 1.13230], [3.77845, 1.43328, -0.01469], [2.00550, -0.17866, -1.64033], [1.92856, -1.51215, 0.95241], [0.00976, -3.58370, 0.55394], [-0.63398, -1.15372, 1.90875], [0.28442, -2.35150, 2.39215], [-1.64935, -3.16748, -1.25999], [-2.33903, -3.45386, 0.40920], [-3.15945, -1.54522, 1.71638], [-4.53445, 0.47595, 1.54241], [-5.01845, 2.16517, 0.32654], [-2.98314, 1.01390, -2.46602], [-1.95858, -1.18790, -2.39858], [5.52263, -0.85743, -0.64827]], "atomic_forces_ev_per_a": [[1.99, 0.94, -1.37], [-1.34, 0.40, 1.30], [-0.15, -0.85, -0.41], [-1.29, 0.42, 0.41], [1.33, -0.27, -0.40], [0.71, 0.39, 0.00], [-0.55, -0.59, 1.52], [-0.36, 0.07, 0.11], [1.23, -1.99, -3.92], [1.43, 1.46, 2.39], [2.08, 1.68, -0.15], [-0.79, 1.74, 0.43], [1.04, -0.89, 0.76], [0.13, -0.33, 0.15], [-0.26, -1.18, -0.03], [0.38, 0.90, -1.23], [-0.77, 0.50, 0.20], [0.73, -0.59, -0.87], [0.68, -1.85, 0.91], [0.61, 0.42, -0.55], [0.66, -1.32, 0.28], [-0.02, -0.10, -0.17], [-0.81, -0.17, 0.11], [-0.48, -0.72, 0.54], [0.59, 1.08, -0.86], [-0.12, 0.55, -0.69], [0.02, -0.71, 0.30], [0.01, 0.38, 0.95], [-0.15, 0.08, 1.06], [-0.02, -0.34, -0.51], [-0.02, 0.38, 0.40], [-0.93, 0.68, -0.79], [-0.26, 0.48, -0.13], [-0.51, -0.08, -0.07], [-1.28, -0.21, -0.75], [0.15, -0.68, 0.37], [-1.26, -1.99, 0.85], [-0.62, 0.04, -0.75], [0.32, 0.21, -0.25], [-0.25, 0.10, 0.43], [-0.06, 0.45, -0.01], [-0.67, 0.57, 1.11], [-1.13, 0.90, -0.69]], "lowdin_charge": [-0.0760, -0.4268, -0.0798, -0.1319, -0.2130, 0.0902, -0.3938, 0.0787, -0.3125, 0.0435, -0.1017, -0.2575, -0.0470, -0.0387, -0.3236, 0.0580, -0.0109, -0.0449, -0.4751, 0.0889, 0.0929, 0.0824, 0.0698, 0.0858, 0.1218, 0.0865, 0.0868, 0.0864, 0.1227, 0.1237, 0.1670, 0.1521, 0.1560, 0.0831, 0.1064, 0.1214, 0.0908, 0.1184, 0.1181, 0.0907, 0.1108, 0.1340, 0.1662], "multiplicity": 1, "e_lumo_ev": 0.54, "smiles": "CC(C)C[C@H](NC(=O)[C@@H](N)Cc1ccc(O)cc1)C(=O)O", "orbital_gap_ev": 8.670, "charge": 0, "homo_energy_ev": -8.13}